{
  "formula": "C29H32CoN4O5P2S",
  "method": "ωB97M-V/def2-TZVPD",
  "homo_energy_ev": [-10.399, -11.617],
  "e_lumo_ha": [-0.1502, -0.1756],
  "e_tot_ev": -113824.24759,
  "fmax_ha_per_bohr": 0.025,
  "orbital_gap_ha": [0.2319, 0.2513],
  "s2": 6.08,
  "charge": 1,
  "relative_energy_kj_mol": 62.4,
  "multiplicity": 5,
  "elements": ["Co", "C", "P", "C", "C", "C", "P", "C", "C", "H", "H", "H", "H", "H", "H", "H", "H", "H", "H", "H", "H", "H", "H", "H", "H", "C", "O", "C", "C", "C", "C", "C", "C", "N", "N", "C", "C", "C", "C", "O", "C", "N", "C", "C", "C", "C", "H", "H", "H", "H", "H", "H", "H", "H", "H", "H", "H", "H", "O", "C", "N", "S", "O", "O", "C", "C", "C", "C", "C", "C", "H", "H", "H", "H"],
  "coordinates": [[-0.1129, 0.5966, 0.0232], [-2.3780, 0.7135, -3.0784], [-1.2596, 1.5590, -1.8779], [-0.2706, 2.6249, -2.9801], [-2.4283, 2.7703, -1.1423], [-3.3181, 2.1421, -0.0682], [-2.3485, 1.0567, 1.0852], [-3.2237, -0.5540, 0.8260], [-3.0279, 1.4289, 2.7426], [-3.0556, 1.4443, -3.5202], [-2.9652, -0.0617, -2.5838], [-1.7958, 0.2525, -3.8767], [-0.9127, 3.0984, -3.7230], [0.4933, 2.0299, -3.4809], [0.2173, 3.3916, -2.3793], [-3.0228, 3.2085, -1.9471], [-1.8296, 3.5633, -0.7123], [-4.0922, 1.5238, -0.5286], [-3.8008, 2.9239, 0.5186], [-4.2923, -0.4588, 1.0261], [-2.7980, -1.2861, 1.5171], [-3.0787, -0.9247, -0.1906], [-4.1173, 1.4004, 2.7030], [-2.6950, 2.4072, 3.0722], [-2.6691, 0.6722, 3.4411], [-7.5554, -4.6903, -1.8170], [-6.7236, -4.0326, -0.8667], [-5.5906, -4.6265, -0.4884], [-5.1578, -5.8754, -0.9410], [-3.9647, -6.3971, -0.4916], [-3.1569, -5.6705, 0.3918], [-3.6176, -4.4207, 0.8694], [-4.8115, -3.9139, 0.4391], [-1.9719, -6.2380, 0.7956], [-1.0933, -5.6676, 1.4578], [-0.6141, -4.4315, 1.4316], [0.0518, -3.9396, 2.5877], [0.3780, -2.6257, 2.7306], [0.0891, -1.6891, 1.6960], [0.1758, -0.4503, 1.8172], [-0.3373, -2.2337, 0.4091], [-0.3188, -1.3546, -0.6149], [-0.6008, -1.8052, -1.8278], [-0.9894, -3.1175, -2.0708], [-1.0534, -4.0115, -1.0244], [-0.7012, -3.5774, 0.2563], [-8.3919, -4.0211, -1.9904], [-7.9277, -5.6396, -1.4275], [-7.0223, -4.8593, -2.7548], [-5.7534, -6.4452, -1.6401], [-3.6305, -7.3688, -0.8311], [-3.0321, -3.8789, 1.5994], [-5.1851, -2.9663, 0.8034], [0.2170, -4.6313, 3.4040], [0.8295, -2.2667, 3.6451], [-0.4767, -1.1066, -2.6423], [-1.2169, -3.4311, -3.0799], [-1.3275, -5.0410, -1.2106], [2.3118, 0.8197, 0.3167], [1.8917, 1.9109, 0.7031], [0.6902, 2.3723, 0.2611], [0.3041, 3.8211, 0.9636], [-0.8580, 3.6632, 1.8025], [0.2404, 4.8635, -0.0203], [1.7848, 3.9490, 1.9236], [2.1992, 4.9447, 2.7795], [3.4103, 4.7575, 3.4363], [4.1652, 3.6080, 3.2308], [3.7449, 2.6297, 2.3391], [2.5458, 2.8209, 1.6758], [1.6020, 5.8336, 2.9333], [3.7675, 5.5222, 4.1127], [5.0964, 3.4827, 3.7667], [4.3242, 1.7342, 2.1582]]
}



{
  "formula": "C29H32F16N3O7",
  "method": "ωB97M-V/def2-TZVPD",
  "homo_energy_ev": -12.211,
  "e_lumo_ha": -0.1522,
  "e_tot_ev": -92869.07392,
  "fmax_ha_per_bohr": 0.019,
  "orbital_gap_ha": 0.2965,
  "charge": 1,
  "elements": ["C", "C", "C", "N", "C", "C", "O", "O", "C", "C", "C", "C", "O", "C", "C", "O", "C", "O", "C", "C", "C", "C", "C", "C", "N", "C", "N", "H", "H", "H", "H", "H", "H", "H", "H", "H", "H", "H", "H", "H", "H", "H", "H", "H", "H", "H", "H", "H", "H", "H", "H", "C", "C", "C", "F", "F", "F", "F", "O", "C", "C", "F", "F", "F", "F", "H", "H", "H", "H", "C", "C", "C", "F", "F", "F", "F", "O", "C", "C", "F", "F", "F", "F", "H", "H", "H", "H"],
  "coordinates": [[0.5853, 1.0380, 1.4244], [0.8825, 1.5105, 0.0487], [1.4129, 2.7999, -0.1218], [1.6892, 3.5610, 0.9865], [1.7148, 3.2338, -1.4253], [2.3053, 4.5911, -1.6742], [2.1298, 5.5069, -0.9192], [3.0253, 4.6588, -2.7919], [2.6973, 5.7409, -3.7067], [2.6520, 5.2460, -5.1512], [3.4479, 3.9795, -5.4540], [3.2542, 3.5098, -6.8909], [4.1464, 4.1305, -7.7989], [1.4346, 2.4127, -2.5020], [0.8830, 1.1782, -2.2962], [0.6125, 0.3559, -3.3429], [-0.6731, 0.3571, -3.9179], [-0.8801, -0.4106, -4.7930], [-1.6527, 1.3219, -3.3509], [-2.6454, 0.8113, -2.5193], [-3.5918, 1.6628, -1.9712], [-3.5549, 3.0164, -2.2677], [-2.5710, 3.5206, -3.1082], [-1.6119, 2.6794, -3.6460], [0.6557, 0.7285, -1.0370], [0.1669, -0.6611, -0.8420], [1.1469, -1.4067, -0.0983], [-0.1338, 1.7255, 1.8741], [0.1579, 0.0512, 1.4671], [1.4855, 1.0874, 2.0300], [1.0530, 3.4354, 1.7602], [1.7632, 4.5475, 0.7697], [1.7485, 6.1813, -3.4155], [3.4447, 6.5184, -3.5917], [1.6141, 5.1262, -5.4603], [3.0686, 6.0422, -5.7651], [3.1842, 3.1766, -4.7737], [4.5072, 4.1972, -5.3388], [2.2215, 3.6699, -7.2087], [3.4476, 2.4428, -6.9489], [3.7824, 4.9764, -8.0698], [1.6523, 2.7346, -3.5047], [-2.6999, -0.2437, -2.3100], [-4.3595, 1.2693, -1.3238], [-4.3007, 3.6815, -1.8627], [-2.5659, 4.5721, -3.3465], [-0.8559, 3.0877, -4.3002], [-0.0307, -1.0817, -1.8189], [-0.7739, -0.6195, -0.3069], [0.7561, -2.2833, 0.2178], [1.9697, -1.5895, -0.6575], [-4.2112, -5.0303, -0.0588], [-4.7813, -3.6596, -0.4534], [-3.9631, -2.7769, -1.4008], [-2.7721, -2.4278, -0.8444], [-4.6463, -1.6326, -1.6278], [-5.0963, -2.9496, 0.6493], [-5.9267, -3.9102, -1.1392], [-3.5691, -5.1426, 1.2033], [-2.2414, -4.9274, 1.4004], [-1.9753, -3.8097, 2.4187], [-2.4987, -2.6407, 2.0041], [-0.6285, -3.6468, 2.5253], [-1.5674, -4.6877, 0.2506], [-1.7161, -6.0386, 1.9502], [-5.0915, -5.6618, 0.0427], [-3.6088, -5.4565, -0.8604], [-3.7693, -3.2713, -2.3553], [-2.3906, -4.0666, 3.3932], [0.2767, -3.9857, 6.3474], [-0.0203, -2.5153, 6.0246], [1.0053, -1.7533, 5.1810], [2.1844, -1.6535, 5.8157], [0.5330, -0.4975, 4.9569], [-0.2991, -1.8327, 7.1470], [-1.1488, -2.5161, 5.2439], [0.7998, -4.2686, 7.6219], [2.1431, -4.2765, 7.8773], [2.5177, -3.2358, 8.9397], [2.1752, -2.0021, 8.5163], [3.8532, -3.2771, 9.1218], [2.8782, -4.1209, 6.7607], [2.4506, -5.4799, 8.4023], [-0.7023, -4.4630, 6.3513], [0.8570, -4.4554, 5.5520], [1.1458, -2.2504, 4.2165], [2.0067, -3.4581, 9.8780]]
}